[1]
The molecule C4H13N3 at a distorted geometry, computed with ωB97M-V with the def2-TZVPD basis set.

CARTESIAN COORDINATES (ANGSTROEM)
1 N 3.087 0.135 -1.264
2 C 1.541 -0.130 -1.470
3 C 0.518 -0.783 -0.405
4 C -0.400 0.109 0.302
5 N -1.248 0.947 -0.555
6 C -1.314 -0.844 1.329
7 N -2.447 -0.058 1.967
8 H 3.438 0.913 -1.904
9 H 3.214 0.345 -0.204
10 H 1.061 0.837 -1.788
11 H 1.327 -0.746 -2.366
12 H 1.174 -1.468 0.251
13 H -0.016 -1.378 -1.186
14 H 0.103 0.775 0.918
15 H -0.697 1.720 -0.734
16 H -2.099 1.288 -0.051
17 H -0.689 -1.174 2.176
18 H -1.861 -1.496 0.599
19 H -2.414 0.888 1.484
20 H -2.278 0.119 2.902

Values from the calculation:
Energy above the lowest of the compared OMol25 structures with the same formula, charge and spin, kJ/mol: 259.1
Charge: 0
Orbital gap, Ha: 0.3688
SMILES: NCC[C@@H](N)CN
Largest force on an atom, eV/A: 4.349
Highest occupied orbital energy, eV: -9.2
Electronic energy, eV: -8826.728

Löwdin atomic charge list, values in e, 2 entries:
1. N -0.06
2. C -0.24

=====

[2]
A structure of composition C39H32InN9O7P2, computed with ωB97M-V with the def2-TZVPD basis set.

CARTESIAN COORDINATES (ANGSTROEM)
1 In 0.052 -0.210 -0.576
2 C 5.417 1.064 3.202
3 C 5.681 -0.293 3.025
4 C 4.873 -1.082 2.225
5 C 3.796 -0.476 1.601
6 C 2.778 -0.979 0.700
7 N 2.723 -2.238 0.336
8 C 1.869 -2.703 -0.544
9 C 1.822 -4.096 -0.940
10 C 2.499 -5.216 -0.490
11 C 2.190 -6.431 -1.076
12 C 1.231 -6.530 -2.082
13 C 0.565 -5.409 -2.549
14 C 0.873 -4.186 -1.975
15 C 0.397 -2.829 -2.197
16 N -0.374 -2.474 -3.199
17 C -0.723 -1.231 -3.447
18 N -0.514 -0.122 -2.695
19 C -1.046 0.957 -3.318
20 N -1.056 2.206 -2.910
21 C -0.415 2.627 -1.845
22 N 0.396 1.900 -1.039
23 C 1.022 2.723 -0.164
24 N 1.939 2.411 0.726
25 C 2.399 1.192 0.910
26 N 1.979 0.047 0.323
27 C 3.542 0.898 1.757
28 C 4.349 1.679 2.570
29 C 0.566 4.084 -0.380
30 C 0.862 5.289 0.241
31 C 0.174 6.416 -0.171
32 C -0.771 6.349 -1.192
33 C -1.042 5.159 -1.845
34 C -0.367 4.021 -1.431
35 C -1.602 0.539 -4.593
36 C -2.195 1.229 -5.636
37 C -2.584 0.501 -6.748
38 C -2.387 -0.875 -6.825
39 C -1.786 -1.572 -5.790
40 C -1.400 -0.850 -4.673
41 N 0.984 -2.004 -1.293
42 H 6.067 1.645 3.839
43 H 6.541 -0.730 3.511
44 H 5.073 -2.130 2.068
45 H 3.239 -5.130 0.290
46 H 2.706 -7.322 -0.751
47 H 1.009 -7.500 -2.505
48 H -0.178 -5.480 -3.328
49 H 4.149 2.732 2.688
50 H 1.601 5.342 1.027
51 H 0.361 7.367 0.309
52 H -1.294 7.250 -1.478
53 H -1.772 5.107 -2.636
54 H -2.335 2.296 -5.582
55 H -3.044 1.009 -7.583
56 H -2.703 -1.400 -7.714
57 H -1.606 -2.635 -5.845
58 C -2.888 -1.275 3.089
59 C -2.836 -2.013 1.772
60 O -3.740 -3.084 1.791
61 P -1.151 -2.678 1.453
62 O -0.941 -3.719 2.629
63 O -1.257 -3.636 0.191
64 O -0.020 -1.716 1.401
65 P -3.114 -0.880 0.314
66 O -4.292 -1.682 -0.470
67 O -3.533 0.489 0.640
68 O -1.890 -1.123 -0.562
69 H -2.968 -1.995 3.900
70 H -3.743 -0.604 3.096
71 H -1.981 -0.688 3.199
72 H -3.926 -3.351 0.879
73 H -0.069 -4.115 2.595
74 H -1.455 -3.088 -0.579
75 H -5.089 -1.154 -0.426
76 C -2.085 2.503 3.914
77 C -0.663 2.335 3.367
78 C -0.028 3.691 3.031
79 C 0.230 1.562 4.348
80 C -0.733 1.563 2.152
81 N -0.802 0.922 1.207
82 H -2.068 3.171 4.771
83 H -2.492 1.544 4.224
84 H -2.736 2.924 3.152
85 H 0.032 4.304 3.928
86 H -0.613 4.222 2.282
87 H 0.973 3.539 2.634
88 H 0.352 2.139 5.260
89 H 1.210 1.387 3.909
90 H -0.211 0.601 4.603

Values from the calculation:
Energy above the lowest of the compared OMol25 structures with the same formula, charge and spin, kJ/mol: 59.0
Charge: 0
Orbital gap (alpha / beta), Ha: 0.1811 / 0.1826
Largest force on an atom, eV/A: 0.899
Highest occupied orbital energy (alpha / beta), eV: -6.4 / -6.4
Electronic energy, eV: -92467.475

Löwdin atomic charge list, values in e, 2 entries:
1. In 0.74
2. C -0.08

=====

[3]
A cluster of 2 separate species, C9H14O in total, computed with ωB97M-V with the def2-TZVPD basis set.

CARTESIAN COORDINATES (ANGSTROEM)
1 C -1.584 -2.006 -2.231
2 C -0.760 -1.558 -1.059
3 C 0.616 -1.714 -1.021
4 C 1.364 -1.358 0.098
5 C 0.715 -0.836 1.207
6 O 1.369 -0.491 2.353
7 C -0.663 -0.683 1.197
8 C -1.379 -0.979 0.046
9 H -2.128 -2.905 -1.951
10 H -1.028 -2.182 -3.151
11 H -2.350 -1.271 -2.501
12 H 1.147 -2.048 -1.906
13 H 2.441 -1.463 0.106
14 H 2.310 -0.690 2.292
15 H -1.199 -0.464 2.113
16 H -2.437 -0.742 0.051
17 C 0.866 2.517 -0.059
18 C -0.012 2.809 1.172
19 H 0.371 2.757 -0.998
20 H 1.759 3.124 0.049
21 H 1.219 1.490 -0.172
22 H -0.574 3.709 0.918
23 H -0.720 2.034 1.429
24 H 0.656 2.949 2.017

Values from the calculation:
Energy above the lowest of the compared OMol25 structures with the same formula, charge and spin, kJ/mol: 24.3
Charge: 0
Orbital gap, Ha: 0.3401
SMILES: Cc1ccc(O)cc1.CC
Largest force on an atom, eV/A: 0.918
Highest occupied orbital energy, eV: -8.4
Electronic energy, eV: -11607.385

Löwdin atomic charge list, values in e, 2 entries:
1. C -0.06
2. C -0.29

=====

[4]
A structure of composition C28H22BrN3O3OsS2Te at a distorted geometry, computed with ωB97M-V with the def2-TZVPD basis set.

CARTESIAN COORDINATES (ANGSTROEM)
1 Os -1.209 0.297 -1.722
2 C -1.235 4.278 0.205
3 C -1.711 3.099 -0.601
4 N -0.845 2.236 -1.031
5 N 0.509 2.603 -0.804
6 C 1.352 1.854 -1.400
7 S 0.985 0.480 -2.438
8 S 3.080 2.139 -1.262
9 C 3.192 3.176 0.234
10 C 3.285 2.377 1.511
11 C 4.533 2.079 2.050
12 C 4.642 1.310 3.203
13 C 3.499 0.833 3.828
14 C 2.248 1.129 3.302
15 C 2.140 1.898 2.150
16 C -3.146 2.997 -0.914
17 C -3.961 4.108 -0.606
18 C -5.290 4.158 -0.937
19 C -5.862 3.073 -1.605
20 C -5.099 1.974 -1.919
21 C -3.748 1.918 -1.573
22 O -3.113 0.785 -1.902
23 H -0.305 4.044 0.706
24 H -1.982 4.551 0.944
25 H -1.054 5.137 -0.447
26 H 2.336 3.846 0.217
27 H 4.096 3.761 0.074
28 H 5.429 2.447 1.560
29 H 5.621 1.084 3.610
30 H 3.582 0.231 4.727
31 H 1.348 0.757 3.777
32 H 1.159 2.107 1.739
33 H -3.527 4.965 -0.116
34 H -5.879 5.030 -0.688
35 H -6.910 3.096 -1.880
36 H -5.515 1.119 -2.435
37 Br 3.550 -3.444 -1.045
38 C 2.198 -3.271 0.266
39 C 2.079 -4.225 1.261
40 N 1.146 -4.158 2.218
41 C 0.311 -3.113 2.177
42 C 0.357 -2.120 1.205
43 C 1.333 -2.200 0.229
44 C -0.612 -0.982 1.250
45 O -1.314 -0.830 2.231
46 O -0.599 -0.147 0.231
47 H 2.754 -5.075 1.284
48 H -0.436 -3.043 2.959
49 H 1.413 -1.435 -0.531
50 Te -1.836 -1.886 -2.982
51 C -0.891 -3.602 -2.291
52 C -1.281 -4.161 -1.078
53 C -0.749 -5.388 -0.707
54 C 0.173 -6.027 -1.528
55 C 0.563 -5.450 -2.729
56 C 0.021 -4.231 -3.127
57 H -1.986 -3.655 -0.430
58 H -1.041 -5.831 0.236
59 H 0.593 -6.979 -1.226
60 H 1.289 -5.943 -3.364
61 H 0.321 -3.784 -4.068

Values from the calculation:
Charge: 0
Orbital gap (alpha / beta), Ha: 0.2771 / 0.2269
Largest force on an atom, eV/A: 1.012
Highest occupied orbital energy (alpha / beta), eV: -8.0 / -8.7
Electronic energy, eV: -141478.045
Multiplicity: 5

Löwdin atomic charge list, values in e, 2 entries:
1. Os 1.09
2. C -0.01